Computed, not measured: a single C14H17N3O4 molecule in a non-equilibrium geometry, with ωB97M-V/def2-TZVPD.

Positions of all 38 atoms, in Å:
N: 0.0080 2.6989 -0.8633
C: 0.5188 2.3838 0.4580
C: -0.6284 2.0875 1.4931
C: -1.2810 0.7627 1.2369
C: -1.1333 -0.3537 2.0511
N: -1.8050 -1.4265 1.5188
C: -2.5288 -0.9865 0.4167
C: -3.4689 -1.6323 -0.4334
C: -3.9983 -0.9034 -1.5050
C: -3.5667 0.3899 -1.8050
C: -2.7388 1.0556 -0.9510
C: -2.1606 0.3355 0.0953
C: 1.4940 1.1579 0.5009
O: 2.2844 0.8730 1.4173
N: 1.3652 0.4604 -0.6065
C: 2.1630 -0.7145 -0.8533
C: 3.7058 -0.4903 -0.6562
O: 4.1379 0.6244 -1.4071
C: 1.7887 -2.0101 -0.1350
O: 2.5436 -2.9813 -0.2271
O: 0.6948 -1.9568 0.6516
H: -0.7538 3.3937 -0.7526
H: 0.7023 3.1736 -1.3979
H: 1.0351 3.2406 0.9117
H: -1.3988 2.8759 1.4686
H: -0.1831 2.0675 2.4738
H: -0.4682 -0.4722 2.8838
H: -1.8483 -2.3304 1.9505
H: -3.8441 -2.5999 -0.1562
H: -4.7105 -1.4428 -2.1780
H: -3.8039 0.8903 -2.6940
H: -2.5807 2.1182 -1.1382
H: 0.7197 0.8093 -1.3516
H: 2.0767 -0.9268 -1.9319
H: 4.1850 -1.3679 -1.1117
H: 4.0027 -0.5263 0.3599
H: 3.6512 1.3908 -1.0212
H: -0.0382 -1.3890 0.3859

Force components x, y, z for each atom (eV/Å):
-1.20 0.28 0.36
0.18 0.29 2.20
-0.14 -0.43 -1.34
-0.63 -1.48 -0.04
0.08 1.47 -1.26
-1.06 0.54 -0.22
-0.35 -0.48 -1.74
0.11 1.07 0.60
-0.01 -1.80 -0.37
0.06 -0.57 0.73
0.35 0.10 0.07
0.91 1.02 3.01
0.19 1.39 1.37
-1.53 0.78 -1.06
-0.46 -1.26 -2.01
1.04 -0.40 -0.98
-0.40 -1.27 -1.81
-0.78 0.97 0.96
1.29 -0.70 -0.05
-2.25 1.96 0.63
0.84 -1.67 -0.13
0.57 -0.74 -0.14
0.67 0.32 -0.45
0.33 -0.16 -0.17
0.40 0.02 -0.05
0.17 0.09 0.36
0.01 -0.03 0.28
-0.13 -0.08 -0.10
-0.09 -0.37 -0.23
0.66 0.68 0.65
-0.98 0.46 -1.10
0.41 -0.43 0.21
0.72 -0.38 1.19
-0.09 0.03 0.32
-0.21 0.28 0.01
0.11 0.59 1.09
0.76 -0.60 -0.48
0.44 0.52 -0.32

LUMO level, eV: 0.40
Energy, eV: -27454.38479
SMILES string: N[C@@H](Cc1c[nH]c2ccccc12)C(=O)N[C@@H](CO)C(=O)O
Energy relative to the best compared isomer or geometry (same formula, charge and spin), kJ/mol: 186.45